The following is a DFT calculation (wB97M-V/def2-TZVPD) of 2 unconnected molecules or ions with the total composition C22H23F3N5O7 at a distorted geometry.

Last column: natural (NBO) charge in e.
Cartesian coordinates (Å):
O1 -1.7564 -1.1699 1.0413  -0.595
O2 2.2053 -5.7764 -4.7834  -0.607
O3 -0.7480 5.1766 7.0517  -0.660
O4 -3.5370 3.4481 3.3678  -0.800
O5 0.1115 5.9363 3.2521  -0.666
O6 -2.8727 1.7049 2.1904  -0.781
F1 3.3581 -2.9086 -2.1276  -0.324
F2 3.8161 -5.0035 -1.5422  -0.311
F3 5.2608 -3.3784 -1.1808  -0.306
N1 6.2817 -4.0103 -3.5914  -0.381
O7 -4.3370 -0.1075 0.9815  -0.572
C1 -2.3910 -1.3040 0.0044  0.598
C2 2.6904 -4.6941 -4.4919  0.639
C3 -1.7881 4.6659 6.6573  0.672
C4 -2.6432 2.6639 2.9657  0.796
C5 -0.9442 5.3936 3.5816  0.666
C6 6.8828 -4.2974 -4.7513  0.038
C7 4.9361 -4.1287 -3.4453  0.103
C8 6.1617 -4.7275 -5.8589  -0.237
C9 4.7810 -4.8576 -5.7618  -0.128
C10 -0.4145 -1.4419 -1.4897  -0.143
C11 -2.3154 -2.8380 -1.9911  -0.180
C12 0.2699 -1.9685 -2.5879  -0.248
C13 -1.6155 -3.3887 -3.0750  -0.245
C14 4.1469 -4.5433 -4.5517  -0.126
C15 -1.7143 -1.8649 -1.1769  -0.129
C16 -0.3100 -2.9693 -3.3852  0.051
N2 -3.7055 -0.8685 -0.0624  -0.336
N3 -2.1402 5.9039 3.2651  -0.630
N4 1.8731 -3.5819 -4.4028  -0.599
N5 -1.9284 4.0851 5.4729  -0.623
C17 -3.0119 4.6650 7.5403  -0.702
C18 4.3314 -3.8541 -2.0567  0.962
C19 -2.3620 7.1353 2.5163  -0.407
C20 0.4158 -3.5846 -4.5659  -0.259
C21 -1.1909 2.8706 3.4590  -0.519
C22 -0.9333 4.0818 4.3918  -0.126
H1 -3.7012 0.5257 1.4508  0.540
H2 7.9613 -4.1944 -4.8262  0.201
H3 6.6812 -4.9622 -6.7815  0.222
H4 4.1972 -5.2065 -6.6127  0.238
H5 0.0635 -0.6921 -0.8620  0.240
H6 -3.3159 -3.1936 -1.7607  0.216
H7 1.2648 -1.5904 -2.7911  0.200
H8 -2.0929 -4.1586 -3.6736  0.207
H9 -4.1534 -0.9065 -0.9726  0.368
H10 -2.9367 5.2989 3.4608  0.440
H11 2.3194 -2.7070 -4.1469  0.400
H12 -2.8434 3.7360 5.2059  0.433
H13 -2.7932 5.2239 8.4477  0.228
H14 -3.2686 3.6366 7.7850  0.221
H15 -3.8354 5.1314 7.0037  0.219
H16 -3.3589 7.5193 2.7325  0.193
H17 -2.2749 6.9275 1.4493  0.189
H18 -1.6150 7.8791 2.7996  0.213
H19 0.0481 -4.6073 -4.7053  0.242
H20 0.1578 -3.0265 -5.4714  0.203
H21 -0.8949 1.9694 3.9987  0.227
H22 -0.5355 2.9562 2.5907  0.233
H23 0.0637 3.9778 4.8201  0.241

Calculated values
LUMO energy = 0.05347 Ha
Molecular weight = 526.448 g/mol
Strongest force on any atom = 3.291 eV Å⁻¹
E_tot = -1952.3344 hartree
HOMO-LUMO gap = 7.231 eV
E_HOMO = -5.8 eV
Net charge = -1

The following is a DFT calculation (wB97M-V/def2-TZVPD) of 3 unconnected molecules or ions with the total composition C22H23F3N8O7PS2 at a distorted geometry.

Last column: natural (NBO) charge in e.
Cartesian coordinates (Å):
N1 -4.9550 3.5741 -0.3955  -0.851
C1 -5.7559 2.5226 -0.9853  0.681
O1 -6.6544 1.9881 -0.4097  -0.480
C2 -5.3708 2.0657 -2.3993  -0.500
C3 -4.1153 1.1346 -2.2855  -0.467
C4 -2.8403 1.8573 -2.5786  0.473
N2 -2.6790 2.6319 -3.6550  -0.467
C5 -1.4324 3.1077 -3.5579  0.580
N3 -0.8682 3.9625 -4.4346  -0.590
N4 -1.6814 4.3604 -5.5480  -0.353
C6 -1.2391 3.9562 -6.6375  0.166
S1 -0.4625 3.7557 -7.9496  0.301
P1 0.7256 4.6150 -4.3091  1.936
O2 1.6787 3.6423 -5.1153  -0.964
O3 0.6713 5.9369 -5.1924  -0.942
S2 1.2634 5.0242 -2.5115  -0.564
N5 -0.8349 2.6230 -2.4680  -0.359
N6 -1.7383 1.8329 -1.8285  -0.156
C7 -1.3943 1.1734 -0.5610  -0.233
C8 -1.6671 -0.3442 -0.5313  -0.490
C9 -1.7455 -0.7826 0.9186  0.205
F1 -2.5866 -1.7742 1.2849  -0.294
C10 -1.0304 -0.1756 1.9078  0.684
F2 -1.5447 0.4565 2.9337  -0.265
F3 0.2923 -0.1966 1.8553  -0.285
H1 -4.0891 3.1279 -0.0930  0.358
H2 -4.6762 4.2123 -1.1389  0.367
H3 -5.1343 2.8971 -3.0709  0.237
H4 -6.1848 1.5136 -2.8660  0.254
H5 -4.2446 0.3524 -3.0370  0.277
H6 -4.0866 0.7325 -1.2724  0.232
H7 2.2845 3.1689 -4.5285  0.539
H8 0.1152 6.5603 -4.6968  0.527
H9 0.0946 2.7429 -2.0831  0.464
H10 -0.3693 1.4069 -0.2695  0.243
H11 -2.0249 1.6316 0.2101  0.230
H12 -2.5587 -0.6450 -1.0756  0.259
H13 -0.8102 -0.8594 -0.9913  0.249
C11 1.1587 -4.1548 2.0401  -0.172
C12 0.3006 -3.6745 1.0587  -0.240
C13 0.6651 -3.7395 -0.2753  -0.156
C14 1.8889 -4.2880 -0.6136  0.001
C15 2.7582 -4.7657 0.3511  -0.183
C16 2.3871 -4.6969 1.6869  -0.212
N7 2.2641 -4.3717 -2.0322  0.531
O4 1.4825 -3.9181 -2.8485  -0.396
O5 3.3268 -4.8828 -2.3060  -0.354
H14 0.8700 -4.1088 3.0830  0.227
H15 -0.6559 -3.2540 1.3335  0.219
H16 -0.0046 -3.3670 -1.0374  0.225
H17 3.7136 -5.1895 0.0777  0.255
H18 3.0526 -5.0681 2.4529  0.251
C17 3.9996 0.1448 5.2507  -0.177
C18 4.2317 -0.4300 6.4927  -0.204
C19 4.1464 -1.8044 6.6483  -0.204
C20 3.8324 -2.5868 5.5515  0.083
C21 3.5916 -2.0283 4.3084  -0.216
C22 3.6761 -0.6533 4.1610  -0.214
N8 3.7650 -4.0466 5.7098  0.523
O6 3.9624 -4.5025 6.8126  -0.350
O7 3.5169 -4.7128 4.7208  -0.403
H19 4.0727 1.2182 5.1312  0.220
H20 4.4824 0.1929 7.3403  0.229
H21 4.3275 -2.2504 7.6154  0.254
H22 3.3432 -2.6477 3.4583  0.245
H23 3.4936 -0.2033 3.1942  0.216

Calculated values
LUMO energy = -0.13902 Ha
Molecular weight = 663.577 g/mol
Strongest force on any atom = 2.135 eV Å⁻¹
E_tot = -3253.6972 hartree
HOMO-LUMO gap = 7.984 eV
E_HOMO = -11.8 eV
Net charge = +1

The following is a DFT calculation (wB97M-V/def2-TZVPD) of a single C22H23FN2O6S2 molecule at a distorted geometry.

Last column: natural (NBO) charge in e.
Cartesian coordinates (Å):
C1 -4.0622 -3.5083 -0.7985  -0.615
C2 -2.7279 -3.6184 -1.5258  -0.411
C3 -2.0123 -2.2817 -1.5860  -0.645
S1 -1.3364 -1.8741 0.0383  2.196
O1 -0.3980 -2.8779 0.4658  -0.940
O2 -2.3584 -1.5346 0.9971  -0.968
C4 -0.3954 -0.3748 -0.2123  -0.316
C5 -0.8559 0.9280 -0.0104  -0.356
S2 -2.5785 1.3930 0.0312  2.182
O3 -3.2333 0.5340 -0.9187  -0.954
O4 -2.6047 2.8100 -0.2496  -0.967
C6 -3.1980 1.1317 1.7211  -0.630
C7 -4.6814 0.8257 1.6575  -0.411
C8 -5.4798 2.0115 1.1323  -0.611
C9 0.2465 1.7716 -0.1445  0.147
C10 0.3948 3.1671 -0.1082  -0.188
C11 1.6294 3.7207 -0.2834  -0.195
C12 2.7543 2.8834 -0.5088  -0.184
C13 4.1519 3.3782 -0.7210  0.658
N1 4.3963 4.6532 -0.3466  -0.810
O5 5.0123 2.6668 -1.1947  -0.605
C14 2.5844 1.5283 -0.5724  0.071
N2 1.3665 0.9726 -0.3792  -0.272
C15 0.9741 -0.3383 -0.4317  0.015
C16 1.8032 -1.4914 -0.8443  0.562
O6 1.4013 -2.2366 -1.7132  -0.511
C17 3.1050 -1.6681 -0.1672  -0.204
C18 4.0957 -2.4225 -0.7959  -0.118
C19 5.3158 -2.6265 -0.1841  -0.282
C20 5.5247 -2.0827 1.0725  0.428
F1 6.7073 -2.2778 1.6797  -0.314
C21 4.5498 -1.3496 1.7303  -0.286
C22 3.3378 -1.1408 1.1032  -0.145
H1 -4.5468 -4.4803 -0.7430  0.210
H2 -3.9076 -3.1336 0.2089  0.228
H3 -4.7213 -2.8197 -1.3228  0.204
H4 -2.0761 -4.3260 -1.0082  0.224
H5 -2.8882 -3.9863 -2.5427  0.216
H6 -1.1375 -2.3131 -2.2307  0.262
H7 -2.6699 -1.4538 -1.8387  0.268
H8 -2.6428 0.2875 2.1158  0.273
H9 -2.9758 2.0515 2.2554  0.234
H10 -5.0335 0.5430 2.6526  0.215
H11 -4.8066 -0.0321 0.9955  0.233
H12 -5.3686 2.8715 1.7899  0.200
H13 -5.1248 2.2883 0.1434  0.220
H14 -6.5356 1.7601 1.0674  0.212
H15 -0.4984 3.7552 0.0282  0.265
H16 1.7357 4.7935 -0.2862  0.216
H17 3.7202 5.2269 0.1223  0.395
H18 5.3330 5.0036 -0.4597  0.412
H19 3.4213 0.8779 -0.7771  0.259
H20 3.8883 -2.8366 -1.7706  0.239
H21 6.0978 -3.1981 -0.6578  0.237
H22 4.7497 -0.9595 2.7156  0.236
H23 2.5584 -0.5919 1.6100  0.224

Calculated values
LUMO energy = -0.01351 Ha
Molecular weight = 494.566 g/mol
Strongest force on any atom = 1.176 eV Å⁻¹
Energy relative to the best compared isomer or geometry (same formula, charge and spin) = 0.000 eV
SMILES string = CCCS(=O)(=O)c1c(S(=O)(=O)CCC)c2ccc(C(N)=O)cn2c1C(=O)c1ccc(F)cc1
E_tot = -2309.3314 hartree
HOMO-LUMO gap = 8.255 eV
E_HOMO = -8.6 eV
Net charge = 0

The following is a DFT calculation (wB97M-V/def2-TZVPD) of a molecular structure, C22H23IN2O2PReS4Sb at a distorted geometry.

Last column: natural (NBO) charge in e.
Cartesian coordinates (Å):
Re1 -0.8150 0.6795 -0.1270  0.698
C1 0.8530 -3.5364 -1.1307  -0.667
C2 -0.3774 -3.4341 -0.3011  0.202
N1 -0.7749 -4.4813 0.4624  -0.340
C3 -1.9152 -4.4961 1.0571  0.080
C4 -2.8776 -3.4493 1.0442  0.011
C5 -4.1721 -3.7234 1.6867  -0.108
O1 -5.0372 -2.5651 1.5142  -0.750
C6 -2.4438 -2.3045 0.3806  -0.163
C7 -3.2672 -1.1239 0.0778  0.259
N2 -2.8558 0.1078 -0.0357  -0.488
C8 -3.8760 1.1770 -0.1086  0.066
C9 -5.1305 0.9616 0.4824  -0.196
C10 -6.1914 1.8469 0.2460  -0.149
C11 -5.8850 3.0502 -0.3714  -0.145
C12 -4.6490 3.2846 -0.9427  -0.216
C13 -3.6671 2.3998 -0.7608  -0.197
I1 -1.6984 2.7061 -1.3868  0.711
C14 -1.1234 -2.2477 -0.1659  0.248
O2 -0.6143 -1.1156 -0.7501  -0.661
H1 0.7246 -4.3186 -1.8107  0.272
H2 1.6852 -3.8012 -0.5905  0.236
H3 1.1723 -2.7209 -1.7733  0.210
H4 -2.1783 -5.3498 1.6030  0.214
H5 -4.0039 -3.9158 2.7551  0.222
H6 -4.6195 -4.6982 1.2781  0.234
H7 -5.7456 -2.6153 2.1850  0.508
H8 -4.3206 -1.3326 -0.0171  0.270
H9 -5.3882 0.0887 1.0800  0.251
H10 -7.1828 1.6930 0.6229  0.260
H11 -6.6401 3.8300 -0.5339  0.261
H12 -4.4221 4.1580 -1.5296  0.250
S1 0.8150 5.8947 0.3719  -0.410
Sb1 2.3055 4.3447 0.8092  1.044
S2 -0.8802 1.3157 1.8083  0.220
S3 1.3727 1.1058 -1.2506  -0.061
S4 1.6496 3.1396 -1.4874  -0.332
C15 2.7777 -0.5139 0.9034  -1.067
P1 3.2395 0.1987 -0.6403  1.474
C16 3.7265 -1.1691 -1.7318  -0.947
C17 4.4921 1.4480 -0.3999  -0.470
C18 4.9629 1.6735 0.9177  -0.185
C19 6.0472 2.5111 1.1557  -0.200
C20 6.6822 3.1407 0.0743  -0.108
C21 6.0925 3.0399 -1.2234  -0.188
C22 5.0347 2.1706 -1.4694  -0.175
H13 2.3595 0.2009 1.6181  0.277
H14 3.4934 -1.1396 1.4814  0.321
H15 1.9431 -1.2251 0.8677  0.292
H16 4.7796 -1.3543 -1.3715  0.300
H17 3.6816 -0.9399 -2.8098  0.302
H18 3.0541 -1.9901 -1.4306  0.276
H19 4.4630 1.2828 1.7747  0.228
H20 6.5390 2.5681 2.1639  0.265
H21 7.5456 3.7207 0.2061  0.250
H22 6.4977 3.7504 -1.9808  0.263
H23 4.7627 2.0728 -2.4964  0.247

Calculated values
LUMO energy = -0.38660 Ha
Molecular weight = 941.551 g/mol
Strongest force on any atom = 3.223 eV Å⁻¹
Energy relative to the best compared isomer or geometry (same formula, charge and spin) = 0.000 eV
E_tot = -3661.4761 hartree
HOMO-LUMO gap = 5.887 eV
E_HOMO = -16.4 eV
Net charge = +3

The following is a DFT calculation (wB97M-V/def2-TZVPD) of a single C22H23N3O2 molecule at a distorted geometry.

Last column: natural (NBO) charge in e.
Cartesian coordinates (Å):
O1 -5.3903 -1.0618 -1.4904  -0.605
C1 -5.3822 -0.2084 -0.6233  0.635
N1 -4.3253 0.1101 0.1726  -0.585
C2 -3.0458 -0.4536 0.2077  0.112
C3 -2.1365 0.0353 1.1407  -0.216
C4 -0.8610 -0.4833 1.2296  -0.273
C5 -0.4473 -1.5197 0.3908  0.255
N2 0.7959 -2.1432 0.4974  -0.448
C6 1.5963 -2.2695 -0.6998  -0.216
C7 2.3356 -0.9431 -1.0075  -0.244
N3 2.1483 -0.0238 0.0965  -0.432
C8 2.6835 1.3064 -0.1444  -0.223
C9 4.1854 1.3540 -0.2926  -0.069
C10 5.0039 1.4936 0.8221  -0.206
C11 6.3815 1.4613 0.6964  -0.209
C12 6.9614 1.2876 -0.5485  -0.216
C13 6.1563 1.1566 -1.6670  -0.227
C14 4.7789 1.1896 -1.5388  -0.155
C15 2.5536 -0.6167 1.3535  -0.249
C16 1.6528 -1.8477 1.6220  -0.221
C17 -1.3717 -2.0012 -0.5422  -0.259
C18 -2.6435 -1.4807 -0.6414  -0.218
C19 -6.5770 0.6055 -0.3324  0.154
C20 -7.8169 0.5649 -0.9159  -0.242
C21 -8.5938 1.5457 -0.2625  -0.314
C22 -7.7767 2.1119 0.6683  0.110
O2 -6.5572 1.5548 0.6380  -0.407
H1 -4.4824 0.8474 0.8472  0.407
H2 -2.4303 0.8404 1.8014  0.201
H3 -0.1811 -0.0555 1.9478  0.211
H4 2.3194 -3.0736 -0.5302  0.193
H5 0.9681 -2.5511 -1.5421  0.212
H6 1.9092 -0.4737 -1.8976  0.199
H7 3.4032 -1.1487 -1.2025  0.172
H8 2.3708 1.9360 0.6941  0.201
H9 2.2060 1.6838 -1.0536  0.205
H10 4.5586 1.6372 1.7967  0.208
H11 7.0039 1.5727 1.5725  0.212
H12 8.0365 1.2602 -0.6473  0.213
H13 6.6024 1.0287 -2.6427  0.212
H14 4.1559 1.0956 -2.4173  0.200
H15 2.4233 0.1307 2.1394  0.197
H16 3.6158 -0.9191 1.3456  0.173
H17 2.2787 -2.7324 1.7855  0.196
H18 1.0395 -1.7106 2.5116  0.210
H19 -1.0972 -2.8172 -1.1929  0.211
H20 -3.3374 -1.8726 -1.3658  0.254
H21 -8.1147 -0.0896 -1.7081  0.246
H22 -9.6165 1.7950 -0.4569  0.233
H23 -7.9401 2.8915 1.3864  0.205

Calculated values
LUMO energy = 0.02769 Ha
Molecular weight = 361.445 g/mol
Strongest force on any atom = 1.303 eV Å⁻¹
Energy relative to the best compared isomer or geometry (same formula, charge and spin) = 2.524 eV
SMILES string = O=C(Nc1ccc(N2CCN(Cc3ccccc3)CC2)cc1)c1ccco1
E_tot = -1166.8684 hartree
HOMO-LUMO gap = 7.979 eV
E_HOMO = -7.2 eV
Net charge = 0